A cluster of 11 separate species, C30H56Cl6N4O16 in total at a distorted geometry. Source: OMol25; level of theory: ωB97M-V/def2-TZVPD.

```
112
Properties=species:S:1:pos:R:3:lowdin_charge:R:1
O -1.2063 -3.6215 2.8825 0.08
C -0.3712 -4.5328 3.1626 -0.54
O 0.9160 -4.3850 3.2902 0.08
C 1.4968 -5.6304 3.5445 -0.13
C 0.4096 -6.3842 4.2558 -0.08
O -0.6653 -5.7686 3.5360 0.06
H 1.6593 -6.1932 2.6253 0.14
H 2.3632 -5.5473 4.2006 0.15
H 0.1402 -6.1691 5.2898 0.14
H 0.4121 -7.4537 4.0455 0.14
O -0.7081 5.8564 1.4913 0.11
C -1.0740 4.7518 1.9103 -0.66
O -0.5560 4.0929 2.8337 0.14
C -1.3099 2.8856 3.0355 -0.13
C -2.3005 2.7771 1.9990 -0.09
O -2.0946 4.0964 1.4217 0.09
H -0.6229 2.0528 2.8857 0.11
H -1.6139 2.7601 4.0747 0.13
H -3.2643 2.6358 2.4880 0.14
H -2.0756 1.9783 1.2922 0.11
O -1.7908 0.3797 -1.1607 0.10
C -1.5442 1.4032 -1.8078 -0.47
O -0.7240 2.4493 -1.4725 0.04
C -1.0308 3.5983 -2.2367 -0.09
C -1.5959 2.9179 -3.5348 -0.12
O -2.0879 1.7544 -2.9828 0.06
H -1.7291 4.2030 -1.6581 0.13
H -0.1865 4.2172 -2.5408 0.13
H -0.8307 2.8298 -4.3061 0.10
H -2.4264 3.5693 -3.8068 0.13
O 1.9275 1.2939 0.3084 0.13
C 1.3507 0.2607 0.5962 -0.61
O 0.2509 0.2730 1.3441 0.03
C -0.4003 -0.9639 1.2744 -0.14
C 0.3318 -1.7380 0.2057 -0.14
O 1.4985 -0.9129 0.1343 0.11
H -0.3085 -1.3706 2.2816 0.12
H -1.4249 -0.8702 0.9148 0.10
H -0.2282 -1.8773 -0.7190 0.05
H 0.4490 -2.7567 0.5751 0.08
C -0.3487 0.5796 -7.4955 -0.04
N -0.5014 -0.2282 -6.2797 0.00
C 0.0843 -0.0969 -5.0824 -0.53
C -0.1609 -1.3579 -4.2815 -0.01
O 0.6053 0.9291 -4.6549 0.03
H -0.9751 1.4705 -7.4500 0.08
H -0.6687 -0.0872 -8.2962 0.09
H 0.6860 0.9092 -7.5899 0.09
H -0.8693 -1.1669 -6.3403 0.12
H 0.5984 -2.1118 -4.4893 0.09
H -1.1767 -1.6931 -4.4912 0.07
H -0.0575 -1.0462 -3.2422 0.07
C 3.2998 -0.1309 3.8491 -0.05
N 2.0385 0.4475 4.2260 0.00
C 1.8676 1.2769 5.2849 -0.56
C 0.4416 1.4726 5.6483 0.00
O 2.7741 1.8191 5.9072 0.04
H 2.9329 -1.1247 3.5927 0.08
H 3.9405 -0.1838 4.7293 0.10
H 3.7946 0.2235 2.9448 0.08
H 1.2216 0.1888 3.6914 0.10
H 0.0977 0.7115 6.3486 0.10
H -0.0899 1.1634 4.7483 0.04
H 0.1387 2.5093 5.7955 0.10
C -4.1319 -1.8266 2.1865 -0.09
N -4.3475 -0.5336 1.5692 0.03
C -5.4966 -0.2523 0.8714 -0.57
C -5.4667 0.9969 -0.0111 0.00
O -6.4824 -0.9068 0.8465 0.08
H -4.0576 -1.6830 3.2645 0.08
H -3.1651 -2.3131 2.0572 0.05
H -4.9254 -2.5653 2.0731 0.07
H -3.4897 -0.0128 1.4546 0.10
H -6.3997 1.5568 -0.0751 0.08
H -5.3917 0.5832 -1.0168 0.08
H -4.5958 1.6471 0.0724 0.06
C 3.1410 2.4853 -2.3371 -0.05
N 2.3999 3.0283 -3.4397 -0.01
C 2.8120 4.0421 -4.2593 -0.51
C 1.8904 4.5499 -5.3504 -0.01
O 3.9049 4.6233 -4.0750 0.00
H 4.2077 2.7045 -2.3850 0.09
H 2.9023 1.4271 -2.4436 0.09
H 2.7109 3.0207 -1.4907 0.08
H 1.6355 2.5106 -3.8493 0.07
H 2.1616 4.3044 -6.3772 0.08
H 1.8093 5.6369 -5.3451 0.08
H 0.8375 4.3604 -5.1418 0.05
Cl 1.3757 -4.3596 -1.3305 0.62
C 2.8751 -4.7166 -0.4926 -0.69
C 4.0219 -4.0095 -1.1416 -0.68
Cl 5.4411 -4.1750 -0.1072 0.58
H 2.9536 -5.8019 -0.5569 0.07
H 2.8638 -4.3194 0.5224 0.06
H 3.8104 -2.9616 -1.3542 0.08
H 4.3510 -4.4857 -2.0653 0.07
Cl 5.3786 4.1295 1.1349 0.47
C 3.7678 3.5536 1.8428 -0.60
C 3.6305 4.0198 3.2708 -0.67
Cl 2.7868 5.5682 3.4551 0.58
H 3.9254 2.4967 1.6276 0.03
H 2.9529 3.8415 1.1786 0.06
H 4.5338 4.0101 3.8807 0.08
H 2.9395 3.2697 3.6555 0.04
Cl -1.8513 -3.4694 -1.9579 0.62
C -3.5387 -3.6860 -1.5043 -0.64
C -3.7305 -5.0542 -0.8804 -0.63
Cl -5.2412 -5.1276 0.1243 0.54
H -4.1482 -3.4272 -2.3701 0.08
H -3.6900 -2.9033 -0.7610 0.05
H -2.9073 -5.1880 -0.1785 0.05
H -3.6718 -5.9227 -1.5365 0.07
```

Values from the calculation:
structure (SMILES) = O=C1OCCO1.O=C1OCCO1.O=C1OCCO1.O=C1OCCO1.CNC(C)=O.CNC(C)=O.CNC(C)=O.CNC(C)=O.ClCCCl.ClCCCl.ClCCCl
E_tot = -145872.1325 eV

A structure of composition C30H57AgN3O12 at a distorted geometry. Source: OMol25; level of theory: ωB97M-V/def2-TZVPD.

```
103
Properties=species:S:1:pos:R:3:lowdin_charge:R:1
Ag 2.0345 -6.6013 -25.6983 0.86
C 3.7047 -6.5985 -22.8814 -1.09
O 3.2544 -7.5599 -23.5479 -0.08
O 3.4645 -5.5362 -23.3301 0.09
O 4.9114 -6.6305 -22.7070 0.00
C 5.0228 -6.1537 -26.9914 -1.04
O 5.2165 -5.4795 -27.9536 0.06
O 4.5680 -7.3051 -26.8565 -0.05
O 4.9703 -5.2844 -26.0565 0.10
C 1.8637 -3.7197 -26.2822 -1.14
O 2.2630 -4.2499 -27.2869 -0.03
O 1.2533 -4.3549 -25.4308 -0.11
O 2.5764 -2.7656 -25.8706 -0.09
C -0.4183 -9.0206 -24.8900 -0.04
C -0.9144 -9.4325 -23.4612 -0.49
C -1.2440 -10.9892 -23.5618 -0.18
C -1.6409 -11.6162 -22.2431 -0.37
C -0.5353 -11.3822 -21.2759 -0.29
C 0.0174 -9.9726 -21.0641 -0.42
N 0.1043 -9.2507 -22.4229 -0.08
O 0.6178 -7.9246 -22.3474 -0.01
C -0.6396 -9.1854 -19.8567 -0.15
C 1.5124 -10.2376 -20.5766 -0.09
C -2.0867 -8.5682 -23.2199 -0.10
H 0.6142 -9.3648 -24.9494 0.08
H -0.4287 -7.9657 -25.1643 0.06
H -0.8321 -9.5731 -25.7335 0.07
H -2.1113 -11.1342 -24.2059 0.08
H -0.4341 -11.5895 -23.9765 0.10
H -1.9129 -12.6684 -22.3263 0.04
H -2.5134 -11.0287 -21.9576 0.08
H 0.3312 -11.9177 -21.6639 0.09
H -0.6561 -11.7943 -20.2740 0.06
H -1.3203 -8.4248 -20.2391 0.05
H -1.1984 -9.9058 -19.2594 0.02
H -0.0129 -8.5093 -19.2750 0.05
H 1.5862 -10.9227 -19.7320 0.05
H 2.1931 -10.6087 -21.3427 0.08
H 1.8921 -9.2644 -20.2656 0.06
H -1.8060 -7.5260 -23.0681 0.09
H -2.5255 -8.9150 -22.2843 0.05
H -3.0098 -8.5494 -23.7992 0.07
H 1.4147 -8.0210 -22.8740 0.04
C -1.2366 -2.1572 -26.2872 0.01
C -2.5137 -3.0284 -25.9493 -0.53
C -3.6424 -2.6149 -26.9094 -0.24
C -3.4599 -3.0051 -28.3632 -0.22
C -3.3938 -4.5465 -28.4095 -0.20
C -2.3949 -5.1873 -27.4000 -0.45
N -2.2689 -4.4177 -26.1197 -0.14
O -1.3119 -4.8599 -25.2685 -0.01
C -2.9275 -6.6138 -27.1568 -0.09
C -1.0245 -5.3946 -28.0703 -0.04
C -3.0974 -2.9223 -24.5907 -0.09
H -0.6765 -2.4703 -27.1683 0.08
H -1.6056 -1.1436 -26.4438 0.06
H -0.4978 -2.1579 -25.4857 0.08
H -4.5779 -3.0538 -26.5624 0.09
H -3.6960 -1.5471 -26.6971 0.09
H -4.4037 -2.6405 -28.7687 0.07
H -2.5334 -2.5148 -28.6617 0.11
H -3.1773 -4.6662 -29.4710 0.09
H -4.3366 -5.0160 -28.1290 0.08
H -3.6800 -6.5374 -26.3720 0.07
H -2.1241 -7.1746 -26.6791 0.06
H -3.3938 -7.0374 -28.0464 0.06
H -1.1426 -5.9043 -29.0265 0.07
H -0.2983 -5.8535 -27.3994 0.07
H -0.6412 -4.4005 -28.3009 0.08
H -4.0761 -3.3719 -24.4229 0.07
H -2.4947 -3.4460 -23.8488 0.08
H -3.1394 -1.8927 -24.2356 0.07
H -0.4749 -4.6721 -25.6995 0.02
C 3.5365 -7.6990 -30.4479 -0.04
C 2.0236 -7.9864 -30.5993 -0.49
C 1.6971 -8.5662 -32.0016 -0.18
C 0.3543 -9.2414 -32.0093 -0.31
C 0.2076 -10.2174 -30.8502 -0.27
C 0.3999 -9.6877 -29.4533 -0.49
N 1.5714 -8.7534 -29.4541 -0.10
O 1.9626 -8.2456 -28.2056 -0.02
C -0.8817 -8.9159 -29.1002 -0.07
C 0.6085 -10.8693 -28.5440 -0.11
C 1.3961 -6.6097 -30.4840 -0.05
H 3.9183 -7.0319 -29.6751 0.07
H 3.8692 -7.4109 -31.4451 0.07
H 4.0867 -8.5732 -30.0999 0.08
H 1.7991 -7.8515 -32.8182 0.09
H 2.5228 -9.1507 -32.4074 0.09
H 0.1900 -9.7568 -32.9555 0.04
H -0.4813 -8.5425 -32.0460 0.08
H 0.6186 -11.1990 -31.0861 0.07
H -0.8148 -10.5555 -31.0195 0.06
H -0.7098 -8.2842 -28.2286 0.06
H -1.1785 -8.2412 -29.9032 0.06
H -1.7148 -9.5775 -28.8631 0.06
H 1.2144 -11.7147 -28.8700 0.05
H 1.1318 -10.5253 -27.6519 0.07
H -0.3329 -11.1892 -28.0972 0.06
H 0.3691 -6.6083 -30.8493 0.06
H 1.8795 -5.9468 -31.2017 0.08
H 1.4412 -6.1663 -29.4892 0.08
H 2.9192 -8.1718 -28.2385 0.05
```

Values from the calculation:
total charge = -5
E_tot = -65042.5975 eV